[1]
ORCA calculation (ωB97M-V/def2-TZVPD) on a 2-piece molecular cluster, C2H12N5 overall in a non-equilibrium geometry.

```
! RIJCOSX wB97M-V def2-TZVPD def2/J DEFGRID3
* xyz 2 2
N 0.954 -2.629 -2.066
C 0.893 -1.295 -1.463
N -0.508 -0.853 -1.225
H 0.369 -3.329 -1.588
H 0.593 -2.647 -3.034
H 1.354 -1.386 -0.482
H 1.346 -0.554 -2.126
H -0.936 -0.450 -2.062
H -1.097 -1.625 -0.907
N -0.283 2.505 2.396
C -0.191 1.518 1.488
N -0.437 1.762 0.193
N 0.039 0.263 1.889
H -0.902 3.256 2.115
H -0.407 2.184 3.349
H -0.700 2.716 0.002
H -0.437 0.997 -0.505
H 0.453 0.047 2.783
H -0.103 -0.481 1.242
*
```

Computed properties:
Maximum force, eV/A: 3.48
Frontier orbital gap (spin up / spin down), Eh: 0.4283 / 0.2175
E_LUMO (spin up / spin down), eV: -6.940 / -12.673

---

[2]
ORCA calculation (ωB97M-V/def2-TZVPD) on F18KP3 as an isolated structure in a non-equilibrium geometry.

```
! RIJCOSX wB97M-V def2-TZVPD def2/J DEFGRID3
* xyz -2 1
K 0.230 -0.917 -0.776
P -1.045 2.103 1.427
F -1.841 0.988 0.520
F -2.449 2.804 1.796
F -1.107 1.126 2.715
F -0.278 3.172 2.394
F 0.369 1.438 0.988
F -0.929 3.037 0.095
P 1.769 -2.367 2.646
F 3.133 -1.962 1.832
F 2.254 -1.528 3.945
F 1.078 -1.031 2.023
F 0.363 -2.714 3.374
F 1.305 -3.228 1.357
F 2.483 -3.668 3.264
P -0.705 0.415 -3.934
F -0.561 1.888 -4.572
F 0.612 0.547 -2.985
F -1.713 0.983 -2.796
F -1.049 -1.051 -3.299
F -2.066 0.247 -4.917
F 0.146 -0.284 -5.097
*
```

Computed properties:
Maximum force, eV/A: 3.79
Frontier orbital gap, Eh: 0.3973
E_LUMO, eV: 4.349